1.
Entry from OMol25: 3 unconnected molecules or ions with the total composition C4H14NO2 in a non-equilibrium geometry (ωB97M-V/def2-TZVPD).

multiplicity: 2
net charge: 0
HOMO energy (alpha / beta): -5.25 / -9.01 eV
energy relative to the best compared isomer or geometry (same formula, charge and spin): 0.00 kcal/mol

XYZ file:
```
21
Properties=species:S:1:pos:R:3:nbo_charge:R:1
O 0.81 -2.04 2.38 -0.936
O -1.80 3.31 -1.01 -0.947
N -0.69 0.98 0.37 -0.598
C 0.76 -0.65 -0.81 -0.408
C 0.26 1.72 1.04 -0.324
C -0.50 -0.40 -0.02 -0.215
C 0.77 -2.05 -1.43 -0.604
H 0.01 -2.17 2.91 0.468
H -1.38 -0.69 -0.59 0.188
H -2.09 4.17 -0.70 0.477
H 0.18 -2.14 -2.33 0.198
H -0.53 -0.97 0.90 0.199
H -1.45 1.55 0.05 0.408
H 1.47 -2.52 2.90 0.469
H 1.81 -2.30 -1.61 0.207
H 0.93 0.14 -1.56 0.200
H 1.65 -0.57 -0.21 0.202
H 0.32 -2.72 -0.70 0.206
H 1.27 1.34 0.99 0.160
H 0.04 2.71 1.38 0.174
H -1.83 3.33 -1.97 0.478
```



2.
Entry from OMol25: 3 unconnected molecules or ions with the total composition C4H14NO2 in a non-equilibrium geometry (ωB97M-V/def2-TZVPD).

net charge: +1
HOMO energy: -14.18 eV
energy relative to the best compared isomer or geometry (same formula, charge and spin): 34.16 kcal/mol

XYZ file:
```
21
Properties=species:S:1:pos:R:3:nbo_charge:R:1
O 2.46 -2.27 -0.32 -0.968
O -1.58 -2.21 -1.30 -0.944
N 2.27 0.51 -0.05 -0.704
C -2.50 0.86 0.71 -0.614
C -0.01 0.99 0.70 -0.096
C -1.29 1.78 0.70 -0.436
C 1.00 1.30 -0.08 -0.115
H -1.29 2.47 1.55 0.236
H 2.08 -0.51 0.04 0.483
H -0.04 0.17 1.42 0.222
H -2.48 0.28 1.65 0.206
H -1.29 2.41 -0.20 0.212
H -2.26 -2.37 -1.98 0.480
H -2.45 0.05 -0.02 0.230
H 2.06 -3.04 -0.75 0.506
H 2.74 0.71 -0.92 0.441
H 0.96 2.08 -0.81 0.229
H -1.13 -3.07 -1.30 0.466
H 3.40 -2.37 -0.52 0.492
H 2.80 0.81 0.76 0.439
H -3.44 1.42 0.72 0.235
```



3.
Entry from OMol25: 2 unconnected molecules or ions with the total composition C4H14NO2 in a non-equilibrium geometry (ωB97M-V/def2-TZVPD).

net charge: +1
HOMO energy: -14.59 eV
energy relative to the best compared isomer or geometry (same formula, charge and spin): 45.73 kcal/mol

XYZ file:
```
21
Properties=species:S:1:pos:R:3:nbo_charge:R:1
O 2.60 -1.13 -0.66 -0.719
O 0.36 1.54 3.34 -0.958
N 0.28 -0.51 1.08 -0.688
C -2.22 -0.28 -1.61 -0.611
C 1.56 -0.15 -0.95 -0.087
C -0.99 0.43 -0.92 -0.424
C 0.15 -0.51 -0.39 -0.088
H -0.69 -0.55 1.56 0.456
H -2.91 0.29 -2.11 0.237
H 0.84 -1.32 1.36 0.456
H -1.89 -0.96 -2.38 0.214
H -0.50 0.95 -1.71 0.228
H -0.14 -1.51 -0.65 0.226
H 0.61 2.41 3.34 0.485
H 0.67 0.36 1.47 0.465
H 0.20 1.31 4.19 0.481
H -2.89 -0.87 -0.96 0.213
H 1.60 0.17 -2.05 0.227
H 2.88 -1.40 -1.55 0.490
H -1.42 1.11 -0.21 0.225
H 1.88 0.65 -0.19 0.171
```